1.
DFT (ωB97M-V with the def2-TZVPD basis set) results for the ion C5H11N2O with charge +1.

**HOMO**: -14.775 eV
**Structure (SMILES)**: [H]/N=C(\O)CC=[N+](C)C
**Total energy**: -10383.0704 eV
**Energy relative to the best compared isomer or geometry (same formula, charge and spin)**: 58.5 kcal/mol
**Maximum force**: 4.88 eV/Å

Geometry as ORCA input:
```
! RIJCOSX wB97M-V def2-TZVPD def2/J DEFGRID3
* xyz 1 1
H 2.6283 -0.6450 0.6392
N 1.7670 -0.4468 0.2190
C 1.8594 -0.4546 -1.0513
O 2.8438 -0.6933 -1.9388
C 0.5284 -0.1126 -1.7482
C -0.4740 -0.6142 -0.7637
N -0.8010 0.0152 0.2625
C -0.3371 1.2891 0.6103
C -1.6654 -0.5677 1.3160
H 3.5915 -1.0422 -1.5919
H 0.4862 -0.5168 -2.7882
H 0.3936 0.9240 -1.8251
H -0.8482 -1.6378 -0.8246
H 0.4258 1.1340 1.5087
H 0.0723 1.8946 -0.2575
H -1.1660 1.8445 1.0356
H -1.0756 -0.4435 2.1804
H -2.5797 -0.0966 1.5238
H -2.0597 -1.5909 1.0911
*
```

Results of the natural (NBO) charge analysis, in e, for atoms 1 through 4:
1 H 0.36
2 N -0.74
3 C 0.60
4 O -0.64



2.
DFT (ωB97M-V with the def2-TZVPD basis set) results for a cluster of 2 separate species, C5H11N2O in total.

**HOMO**: -14.001 eV
**Total energy**: -10385.2975 eV
**Energy relative to the best compared isomer or geometry (same formula, charge and spin)**: 7.1 kcal/mol
**Maximum force**: 0.92 eV/Å

Geometry as ORCA input:
```
! RIJCOSX wB97M-V def2-TZVPD def2/J DEFGRID3
* xyz 1 1
C -0.1750 -2.1037 -2.0552
C 0.4424 -1.6104 -0.7537
C -0.1773 -0.3709 -0.1933
C -1.2346 -0.2171 0.6365
N -1.3955 1.1390 0.8471
C -0.4470 1.8051 0.2140
N 0.3057 0.9158 -0.4145
H -1.2265 -1.8294 -2.1493
H -0.2195 -3.1863 -2.0909
H 0.3529 -1.8241 -2.9684
H 1.5143 -1.4799 -0.8522
H 0.3435 -2.3593 0.0252
H -1.8679 -0.9661 1.0824
H -1.9852 1.5472 1.5569
H -0.2788 2.8524 0.3719
H 1.0122 1.1233 -1.1071
H 1.7011 2.6900 3.2203
H 2.0015 1.6148 2.1889
O 1.3335 2.2599 2.4413
*
```

Results of the natural (NBO) charge analysis, in e, for atoms 1 through 4:
1 C -0.62
2 C -0.45
3 C 0.17
4 C -0.07



3.
DFT (ωB97M-V with the def2-TZVPD basis set) results for the ion C5H11N2O with charge +1.

**HOMO**: -13.726 eV
**Structure (SMILES)**: C=[N+](C)CC/N=C\O
**Total energy**: -10382.0739 eV
**Energy relative to the best compared isomer or geometry (same formula, charge and spin)**: 81.4 kcal/mol
**Maximum force**: 3.95 eV/Å

Geometry as ORCA input:
```
! RIJCOSX wB97M-V def2-TZVPD def2/J DEFGRID3
* xyz 1 1
C 0.3021 1.5577 0.9898
N -0.4349 0.6869 0.5142
C -1.2422 0.9635 -0.6457
C -0.3070 -0.7929 0.9280
C -0.2733 -1.7780 -0.1977
N 0.5338 -1.2915 -1.2138
C 1.6233 -0.6919 -1.1741
O 2.3392 -0.2170 -0.0911
H 0.2686 2.6338 0.6549
H 0.8118 1.3769 1.9383
H -1.8833 1.8624 -0.6150
H -0.3266 1.1930 -1.3617
H -1.9091 0.0756 -0.8366
H -1.0199 -1.1752 1.6839
H 0.7301 -0.8009 1.3814
H 0.0662 -2.7418 0.2466
H -1.2997 -2.0045 -0.5631
H 2.1561 -0.3364 -2.0865
H 3.2511 -0.0006 -0.4724
*
```

Results of the natural (NBO) charge analysis, in e, for atoms 1 through 4:
1 C 0.12
2 N -0.23
3 C -0.45
4 C -0.25



4.
DFT (ωB97M-V with the def2-TZVPD basis set) results for a cluster of 2 separate species, C5H11N2O3 in total.

**HOMO**: -13.987 eV
**Total energy**: -14479.9969 eV
**Energy relative to the best compared isomer or geometry (same formula, charge and spin)**: 0.0 kcal/mol
**Maximum force**: 3.64 eV/Å

Geometry as ORCA input:
```
! RIJCOSX wB97M-V def2-TZVPD def2/J DEFGRID3
* xyz 1 1
C -2.7396 1.8725 0.9851
C -0.5857 -0.9894 -0.1908
C -1.0337 0.0984 -2.3176
C 2.3232 0.1518 1.7686
C 0.7043 -0.1851 -0.0906
N -1.2244 -0.9419 -1.3223
N 1.6189 -0.8383 0.8677
O -3.7414 2.2341 1.4169
O -0.9234 -1.6641 0.7836
O -1.7552 1.5212 0.4527
H -0.2645 0.7022 -1.9853
H -0.6439 -0.3357 -3.2466
H -2.0120 0.5993 -2.5074
H 3.0660 -0.3239 2.3927
H 3.0225 0.7893 1.0947
H 1.6735 0.7309 2.3965
H 0.3507 0.7405 0.3602
H 1.2099 0.0389 -1.0719
H -2.1263 -1.2990 -1.4698
H 2.1698 -1.4682 0.2564
H 0.9114 -1.4332 1.4272
*
```

Results of the natural (NBO) charge analysis, in e, for atoms 1 through 4:
1 C 1.05
2 C 0.66
3 C -0.41
4 C -0.43



5.
DFT (ωB97M-V with the def2-TZVPD basis set) results for a cluster of 2 separate species, C5H11N2S in total.

**HOMO (spin up / spin down)**: -9.234 / -9.169 eV
**Total energy**: -19175.8922 eV
**Energy relative to the best compared isomer or geometry (same formula, charge and spin)**: 0.0 kcal/mol
**Maximum force**: 1.01 eV/Å

Geometry as ORCA input:
```
! RIJCOSX wB97M-V def2-TZVPD def2/J DEFGRID3
* xyz 0 2
C 2.3063 -1.0138 -0.0278
C 1.9788 0.4831 -0.1409
S 0.5156 0.8592 -1.0801
N 2.4495 -1.7451 -1.2825
H 1.4620 -1.4791 0.4839
H 3.1479 -1.1735 0.6443
H 2.7751 0.9798 -0.7017
H 2.0232 0.9492 0.8438
H 3.2572 -1.3955 -1.7920
H 1.6461 -1.5091 -1.8614
C -2.5861 0.3884 1.6184
C -2.3256 1.6648 1.3856
C -1.7474 -0.6684 -0.2258
N -1.9515 -0.7283 1.0225
H -3.3478 0.0764 2.3248
H -1.5108 1.9409 0.7272
H -2.9246 2.4210 1.8704
H -1.3127 -1.5391 -0.7091
H -2.1188 0.1273 -0.8738
*
```

Results of the natural (NBO) charge analysis, in e, for atoms 1 through 4:
1 C -0.23
2 C -0.61
3 S 0.11
4 N -0.82



6.
DFT (ωB97M-V with the def2-TZVPD basis set) results for the ion C5H11N2S with charge +1.

**HOMO**: -13.296 eV
**Structure (SMILES)**: C/[NH+]=C(C)\N=C\CS
**Total energy**: -19170.5875 eV
**Energy relative to the best compared isomer or geometry (same formula, charge and spin)**: 53.0 kcal/mol
**Maximum force**: 4.48 eV/Å

Geometry as ORCA input:
```
! RIJCOSX wB97M-V def2-TZVPD def2/J DEFGRID3
* xyz 1 1
C 0.5986 0.5894 2.1835
N 1.4523 0.6818 1.0140
C 1.0600 0.5736 -0.1884
C 1.8017 1.2719 -1.2961
N 0.1158 -0.1432 -0.5877
C -0.7429 -1.0137 -0.9096
C -2.2792 -1.0142 -0.8814
S -2.4678 -2.2436 0.5276
H 1.1250 1.2399 2.8388
H -0.3446 1.0417 2.0854
H 0.3571 -0.3966 2.5529
H 2.2543 1.2927 1.0975
H 1.2203 1.3024 -2.2241
H 2.8503 0.9311 -1.6642
H 1.9477 2.3751 -0.9681
H -0.3865 -1.9526 -1.0444
H -2.7219 -0.1214 -0.4916
H -2.6697 -1.3989 -1.7715
H -3.1705 -3.0152 -0.2726
*
```

Results of the natural (NBO) charge analysis, in e, for atoms 1 through 4:
1 C -0.43
2 N -0.51
3 C 0.53
4 C -0.69



Question: maximum force of number 4 (C5H11N2O3)?
Answer: 3.64 eV/Å



Question: What is the energy relative to the best compared isomer or geometry (same formula, charge and spin) in the third record?
Answer: 81.4 kcal/mol



Question: Which of these has the highest total energy?
Answer: number 3